[1]
A structure of composition FH18O9V, computed with wB97M-V/def2-TZVPD.

The geometry in XYZ format:
```
29
Properties=species:S:1:pos:R:3
V 1.9019 -0.0845 -0.3624
F -0.1461 -0.1745 -0.0194
O 0.9849 -0.7805 -2.5664
H 1.4069 -0.7465 -3.4204
H 0.2199 -0.1975 -2.6824
O -2.7241 -0.3345 0.0456
H -1.7871 -0.2815 0.3546
H -3.2621 0.1515 0.6576
O -1.3651 0.6215 -2.2984
H -1.0441 0.4075 -1.4354
H -2.1011 0.0485 -2.4934
O 1.4949 1.6905 -1.4244
H 1.7659 2.4365 -0.8934
H 1.5849 1.9545 -2.3564
O -0.9211 -1.1075 2.6296
H -0.5141 -0.7335 1.8516
H -0.9361 -2.0455 2.4856
O -1.2281 2.3755 0.9606
H -1.8091 2.0425 1.6246
H -0.7061 1.5625 0.6596
O -0.6201 -2.5205 -1.0864
H -0.8911 -3.0655 -0.3614
H -0.6761 -1.6505 -0.7504
O 2.1009 -1.4725 1.3256
H 2.2579 -2.3615 1.4146
H 2.4209 -0.9215 2.0526
O 1.5579 1.4965 1.7356
H 1.5859 1.2385 2.6526
H 1.4499 2.4525 1.7016
```

Properties
M: 232.077 Da
2S+1: 4
electronic energy: -47119.6991 eV
net charge: +1

---

[2]
An isolated molecule of FH2IP2, computed with wB97M-V/def2-TZVPD.

The geometry in XYZ format:
```
6
Properties=species:S:1:pos:R:3
F -1.3029 -0.8420 1.6343
P -0.6523 -1.0101 0.1412
P 0.8946 0.4811 0.5015
I 2.2434 -0.3505 -1.3740
H -1.2124 0.0593 -0.6388
H 0.0296 1.6623 -0.2642
```

Properties
M: 209.866 Da
2S+1: 1
structure (SMILES): F[PH]#[PH]I
electronic energy: -29427.9110 eV
net charge: 0
ΔE to the lowest compared entry with this formula, charge and spin: 61.70 kJ/mol

---

[3]
A structure of composition FH2InO, computed with wB97M-V/def2-TZVPD.

The geometry in XYZ format:
```
5
Properties=species:S:1:pos:R:3
H 0.2958 0.8662 0.1747
F -0.7752 1.6028 0.0460
In -1.1645 -0.4703 -0.4586
O 0.6338 -0.6215 -0.1113
H 1.0102 -1.3771 0.3492
```

Properties
M: 151.831 Da
2S+1: 1
electronic energy: -9944.6068 eV
net charge: +2

---

[4]
A cluster of 2 separate species, FH2NO in total, computed with wB97M-V/def2-TZVPD.

The geometry in XYZ format:
```
5
Properties=species:S:1:pos:R:3
N 0.1263 -0.5077 0.1814
O -0.3293 -0.8542 -1.9160
F -0.1235 -2.1626 -1.8480
H -0.6822 -1.1301 0.3309
H 0.0310 0.6016 0.2300
```

Properties
M: 51.020 Da
2S+1: 1
electronic energy: -6279.4917 eV
net charge: 0
ΔE to the lowest compared entry with this formula, charge and spin: 501.20 kJ/mol

---

Repeat the third record exactly.
A structure of composition FH2InO, computed with wB97M-V/def2-TZVPD.

The geometry in XYZ format:
```
5
Properties=species:S:1:pos:R:3
H 0.2958 0.8662 0.1747
F -0.7752 1.6028 0.0460
In -1.1645 -0.4703 -0.4586
O 0.6338 -0.6215 -0.1113
H 1.0102 -1.3771 0.3492
```

Properties
M: 151.831 Da
2S+1: 1
electronic energy: -9944.6068 eV
net charge: +2

---

> Number 4 is which compound?

FH2NO